Record 1
# C10H17N

An isolated molecule of C10H17N (wB97M-V/def2-TZVPD, OMol25).

Summary:
E_HOMO = -9.0 eV
SMILES string = C1C[C@]23CCC[C@@]2(C1)CNC3
gap between HOMO and LUMO = 10.0 eV
energy relative to the best compared isomer or geometry (same formula, charge and spin) = 137.7 kJ/mol
electronic energy = -12135.5923 eV

Structure (XYZ):
```
28
Properties=species:S:1:pos:R:3:forces:R:3:nbo_charge:R:1
C -1.9613 -0.8682 -0.3825 -0.6 0.7 -1.1 -0.3913
C -0.7655 -1.0614 -1.3041 -0.1 1.0 0.9 -0.4226
C 0.2372 -0.0355 -0.7268 0.8 -0.1 0.1 0.0194
C 0.1484 1.4480 -1.2654 1.2 -2.4 -2.1 -0.4239
C -0.5141 2.3083 -0.2410 -0.2 0.6 0.4 -0.4107
C 0.0123 1.6746 1.0654 -0.5 -1.0 0.1 -0.3985
C -0.0538 0.1195 0.8342 -0.1 -0.3 -1.3 -0.0358
C -1.4360 -0.5680 1.0087 -0.8 1.2 -0.1 -0.4148
C 1.0654 -0.7414 1.4606 0.5 0.9 0.2 -0.2282
N 1.5476 -1.6461 0.3693 1.2 0.3 0.3 -0.6287
C 1.6528 -0.7233 -0.7750 -1.8 0.9 0.6 -0.2366
H -2.5124 0.0169 -0.7724 0.2 -0.4 0.3 0.1860
H -2.6484 -1.6971 -0.4357 -0.4 -0.3 0.2 0.2086
H -1.0279 -0.7761 -2.3084 0.0 -0.2 -0.6 0.2041
H -0.3710 -2.0819 -1.2801 0.0 0.2 0.1 0.2181
H -0.2068 1.4215 -2.3245 -0.4 0.3 0.9 0.2140
H 1.2100 1.7109 -1.4220 -0.3 0.5 0.4 0.2023
H -1.6238 2.2811 -0.2828 0.6 0.0 0.0 0.2043
H -0.1809 3.3571 -0.4032 -0.4 -0.5 0.5 0.2162
H -0.4939 2.0094 1.9830 0.1 -0.1 -0.3 0.2139
H 1.0670 1.8832 1.1582 0.4 0.4 0.1 0.1985
H -1.3367 -1.5087 1.5172 0.1 -0.3 0.6 0.2083
H -2.2090 0.0739 1.5123 0.9 -0.6 0.0 0.2082
H 1.8364 -0.0364 1.9001 -0.3 -0.8 -0.6 0.1651
H 0.6365 -1.2813 2.2881 0.2 -0.5 0.3 0.1987
H 2.4968 -2.0571 0.5569 -1.4 0.6 0.1 0.3661
H 2.3740 0.0349 -0.5599 1.0 0.7 0.0 0.1573
H 1.8446 -1.1433 -1.7567 0.1 -0.5 0.1 0.2022
```
Positions in Å, forces in eV/Å.

***

Record 2
# C10H17N2O2

The ion C10H17N2O2 with charge +1 (wB97M-V/def2-TZVPD, OMol25).

Summary:
E_HOMO = -13.9 eV
SMILES string = CCC[C@H](C)n1cc[nH+]c1CC(=O)O
gap between HOMO and LUMO = 11.0 eV
energy relative to the best compared isomer or geometry (same formula, charge and spin) = 0.0 kJ/mol
total charge = +1
electronic energy = -17715.0354 eV

Structure (XYZ):
```
31
Properties=species:S:1:pos:R:3:forces:R:3:nbo_charge:R:1
C -1.7681 -2.0249 -2.2952 0.3 0.1 0.6 -0.6064
C -0.5599 -1.5186 -1.4746 -0.3 0.0 -0.3 -0.4023
C -0.0488 -0.1568 -1.9603 0.3 -0.3 0.6 -0.4133
C 0.6150 0.7591 -0.9020 -0.3 0.2 -0.3 -0.0287
C 1.8784 1.4274 -1.4045 -0.3 0.2 0.3 -0.6134
N 0.8531 0.1001 0.3916 0.6 -0.3 0.5 -0.2820
C 2.0143 -0.5846 0.7313 -0.3 0.0 0.1 -0.0556
C 1.8618 -1.0439 1.9854 0.0 -0.1 0.2 -0.0318
N 0.6148 -0.6438 2.4141 0.1 0.1 -0.5 -0.4682
C 0.0224 0.0441 1.4312 -0.1 0.2 -0.3 0.4729
C -1.3510 0.5983 1.5144 0.3 -0.2 0.2 -0.5872
C -1.5399 1.6102 2.6299 -0.3 0.0 0.3 0.7817
O -2.5092 1.5688 3.3080 -0.4 0.0 0.3 -0.4723
O -0.5474 2.5286 2.8167 0.2 -0.2 -0.8 -0.7212
H -2.6260 -2.1227 -1.6396 -0.2 0.0 0.0 0.2137
H -1.5746 -3.0086 -2.7012 0.0 -0.1 -0.3 0.2275
H -2.0308 -1.3147 -3.0685 0.0 -0.1 -0.4 0.2109
H -0.8633 -1.5133 -0.4302 0.1 0.2 0.2 0.1791
H 0.2567 -2.2288 -1.5410 0.2 -0.2 0.1 0.2132
H -0.8694 0.3968 -2.4022 -0.1 0.2 -0.1 0.2226
H 0.6909 -0.3381 -2.7335 0.0 0.0 -0.3 0.2235
H -0.0689 1.5719 -0.6961 -0.2 0.1 0.3 0.2104
H 1.6012 1.9585 -2.3066 0.2 -0.1 -0.3 0.2445
H 2.6752 0.7212 -1.6017 0.2 0.0 -0.2 0.2161
H 2.2017 2.1863 -0.7005 0.3 0.0 0.2 0.2273
H 2.8574 -0.7306 0.0926 0.1 0.2 -0.3 0.2586
H 2.5521 -1.6089 2.5770 0.0 -0.1 0.2 0.2589
H 0.1885 -0.8264 3.3081 0.1 -0.1 0.1 0.4544
H -2.0495 -0.2088 1.7017 -0.2 -0.2 0.1 0.2822
H -1.6673 1.0565 0.5860 0.1 0.1 -0.3 0.2725
H -0.8093 3.3457 2.3698 0.1 0.2 0.3 0.5126
```
Positions in Å, forces in eV/Å.

***

Record 3
# C10H17N2O3

A cluster of 2 separate species, C10H17N2O3 in total (wB97M-V/def2-TZVPD, OMol25).

Summary:
E_HOMO (alpha / beta) = -12.6 / -12.6 eV
gap between HOMO and LUMO (alpha / beta) = 5.8 / 5.8 eV
energy relative to the best compared isomer or geometry (same formula, charge and spin) = 391.9 kJ/mol
total charge = +1
electronic energy = -19755.7167 eV

Structure (XYZ):
```
32
Properties=species:S:1:pos:R:3:forces:R:3:nbo_charge:R:1
C -3.5127 -0.9924 -0.0101 1.3 0.2 0.1 0.8199
C -1.8410 -2.5557 0.5199 0.6 0.4 0.5 0.2564
C -2.1415 -0.1863 0.0065 2.1 -0.1 0.2 -0.1928
C -1.3173 -1.1811 0.2511 -0.9 1.0 -1.1 0.4638
C -1.9145 1.3160 -0.1604 0.7 0.8 -0.6 0.1202
C 2.5078 -1.0255 0.0901 -0.4 1.0 1.6 0.3885
C -3.0419 1.8992 -1.0038 -1.0 0.7 4.3 -0.6267
C -1.9918 1.9694 1.2974 -1.2 -3.2 -2.9 -0.5692
C 3.0179 -0.5796 1.4877 -2.0 -0.5 -1.7 -0.6663
C 3.4467 -1.5027 -0.9544 1.4 -2.5 3.1 -0.6786
N -0.5829 1.4995 -0.7493 0.7 -2.6 -0.7 -0.8690
N 1.2543 -1.1336 -0.0924 -2.2 0.2 -1.4 -0.5659
O -4.5858 -0.5557 -0.1742 -0.5 0.3 -0.1 -0.4323
O -3.2509 -2.2775 0.2101 0.4 -0.9 0.2 -0.4556
O -1.3487 -3.6012 -0.1839 0.1 1.5 -0.5 -0.6405
H -1.7620 -2.6693 1.5917 -0.3 -0.5 0.4 0.1998
H -3.9200 1.4991 -0.4281 0.0 0.4 -1.7 0.2373
H -2.9001 1.7324 -2.0085 -0.4 -0.8 -2.2 0.2239
H -3.1155 2.9777 -0.7985 0.4 -0.2 -0.4 0.2256
H -2.1425 2.9878 1.1333 -0.7 1.6 0.3 0.2295
H -1.0801 1.7697 1.7284 2.0 -0.4 1.4 0.2203
H -2.7748 1.3180 1.7087 -0.1 1.3 0.8 0.2117
H 2.6534 0.4040 1.7831 -0.8 -0.4 0.1 0.2515
H 4.0186 -0.4306 1.4262 3.3 0.2 -0.3 0.2258
H 2.8819 -1.3936 2.1769 -0.5 0.0 0.6 0.2459
H 3.6728 -2.5735 -0.4361 -0.4 1.9 -1.9 0.2602
H 4.4074 -1.0636 -1.0552 0.9 0.9 0.9 0.2525
H 3.1549 -1.4881 -1.9451 -1.6 -0.8 -1.8 0.2389
H -0.2189 2.4007 -0.8540 0.0 1.8 0.3 0.3875
H -0.3131 0.9984 -1.6323 -1.1 0.5 1.3 0.3716
H 0.9772 -1.2810 -1.0797 0.5 -0.4 0.8 0.3631
H -1.6916 -4.3710 0.2382 -0.2 -1.4 0.3 0.5032
```
Positions in Å, forces in eV/Å.

***

Record 4
# C10H17N3

A structure of composition C10H17N3 (wB97M-V/def2-TZVPD, OMol25).

Summary:
E_HOMO (alpha / beta) = -14.5 / -18.1 eV
expectation value of S² = 2.02
gap between HOMO and LUMO (alpha / beta) = 6.0 / 8.3 eV
total charge = +2
electronic energy = -15092.6884 eV
2S+1 = 3

Structure (XYZ):
```
30
Properties=species:S:1:pos:R:3:forces:R:3:nbo_charge:R:1
C -0.4798 -0.4292 -3.6066 -1.7 -1.6 1.3 -0.0550
C -1.4190 0.3648 -2.8203 4.5 -1.6 1.0 -0.1743
C 0.6373 -0.9566 -2.9031 -1.0 1.4 -1.0 -0.2116
C -1.1049 0.6916 -1.5023 0.4 -0.2 -1.7 0.0440
C 0.9074 -0.5303 -1.6214 -1.7 -0.1 -1.9 0.0743
C 0.2324 0.3259 0.4985 -2.1 2.0 -0.6 0.5671
C 1.9062 2.0350 0.3922 2.8 -0.1 -0.8 -0.4451
C 1.0921 1.2177 2.5348 0.4 -1.0 0.7 -0.4361
C -0.4316 -2.3198 0.9676 0.4 -1.6 1.3 -0.5176
C -1.9799 -0.6527 1.8596 -0.7 3.7 0.9 -0.5250
N 0.0539 0.2123 -0.9175 -0.7 1.0 0.7 -0.3636
N 1.0284 1.1413 1.0547 0.4 -1.6 1.0 -0.3112
N -0.6485 -1.0009 1.5217 -0.8 -1.8 -2.0 -0.0406
H -0.7708 -0.9013 -4.6090 0.6 1.3 1.4 0.2896
H -2.2926 0.7495 -3.1603 -2.4 1.0 -1.4 0.2575
H 1.3432 -1.5773 -3.4167 0.3 -0.2 -0.1 0.2755
H -1.6659 1.4969 -1.0622 -0.2 -0.3 1.0 0.2613
H 1.8041 -0.6617 -1.1747 2.7 -1.1 1.5 0.2283
H 1.3046 2.8287 0.0520 -0.3 1.7 0.0 0.2438
H 2.6387 2.2268 1.1874 0.0 0.9 -0.9 0.2525
H 2.4641 1.7064 -0.5267 -0.7 -0.4 1.0 0.2481
H 0.2218 0.7145 2.9164 -0.4 0.5 0.4 0.2326
H 1.9376 0.6693 2.9718 0.1 -0.5 -0.9 0.2580
H 1.3377 2.1815 2.9661 -0.9 0.7 -0.6 0.2727
H -0.8077 -3.1143 1.7073 0.1 1.0 -1.4 0.2717
H 0.6352 -2.5289 0.8705 0.1 0.2 0.1 0.2415
H -0.8131 -2.4538 -0.0920 -0.3 0.4 1.3 0.2646
H -2.1683 0.5558 1.8333 0.8 -2.8 0.0 0.2356
H -2.2256 -0.9320 2.8933 0.0 -0.2 -0.1 0.2883
H -2.7369 -1.0594 1.1857 0.2 -0.5 -0.1 0.2730
```
Positions in Å, forces in eV/Å.

***

Record 5
# C10H17N3O5PdS

A structure of composition C10H17N3O5PdS (wB97M-V/def2-TZVPD, OMol25).

Summary:
E_HOMO = -0.6 eV
gap between HOMO and LUMO = 6.0 eV
energy relative to the best compared isomer or geometry (same formula, charge and spin) = 71.4 kJ/mol
total charge = -2
electronic energy = -39670.5434 eV

Structure (XYZ):
```
37
Properties=species:S:1:pos:R:3:forces:R:3:nbo_charge:R:1
Pd 1.2480 0.2424 -0.1004 -0.1 -0.1 0.0 0.4561
O -1.4850 2.0462 -0.0552 -0.1 -0.2 0.1 -0.7391
C -2.4040 1.0285 -0.4144 0.1 0.0 0.0 -0.0685
C -2.1293 -0.2553 0.3544 0.0 0.1 0.0 -0.2429
N -0.8638 -0.9162 0.0402 0.1 -0.1 0.0 -0.4811
C -0.8918 -1.5624 -1.2675 -0.1 0.0 0.0 -0.3468
C -0.7111 -0.5868 -2.4690 0.1 -0.1 0.0 0.7565
O -1.2917 -0.9219 -3.5203 0.0 0.0 0.0 -0.7756
O 0.0300 0.4090 -2.2729 -0.1 0.0 0.0 -0.7907
C -0.5035 -1.7916 1.1570 0.0 0.0 0.0 -0.3399
C -0.0560 -1.0001 2.4219 -0.1 0.1 -0.1 0.7611
O -0.3410 -1.5183 3.5163 0.0 0.0 0.0 -0.7648
O 0.5577 0.0822 2.2133 -0.1 0.0 0.1 -0.8027
H -0.6507 1.5515 0.0694 0.2 0.3 -0.1 0.4736
H -3.4057 1.3780 -0.1411 0.0 0.0 0.0 0.1483
H -2.3870 0.8586 -1.4944 0.0 0.0 0.0 0.1840
H -2.1078 0.0043 1.4152 0.0 0.0 0.0 0.2146
H -2.9667 -0.9595 0.1956 0.0 0.0 0.0 0.1568
H -0.0500 -2.2572 -1.3178 0.0 0.0 0.0 0.2122
H -1.8206 -2.1337 -1.4190 0.0 0.0 0.0 0.1638
H -1.3360 -2.4525 1.4425 0.0 0.0 0.0 0.1650
H 0.3418 -2.4125 0.8531 0.0 0.0 0.0 0.2133
S 3.7188 -0.1887 -0.4185 0.0 0.0 0.0 -0.4380
C 2.9129 1.3157 -0.0910 0.1 0.1 0.0 0.1429
N 2.8600 2.2857 -1.1417 0.0 0.0 0.0 -0.6675
C 1.8610 3.3422 -0.9543 0.0 0.0 0.0 -0.2220
C 2.0931 4.0051 0.3939 0.0 0.0 0.0 -0.4123
C 2.0689 2.9571 1.4948 0.0 0.0 0.0 -0.2208
N 3.0647 1.9206 1.1980 0.0 0.0 0.0 -0.6664
H 2.6979 1.7790 -2.0040 0.0 0.0 0.0 0.3942
H 0.8348 2.9598 -1.0116 0.0 0.0 0.0 0.2036
H 1.9851 4.0694 -1.7619 0.0 0.0 0.0 0.1751
H 1.3181 4.7547 0.5773 0.0 0.0 0.0 0.1937
H 3.0693 4.5017 0.3891 0.0 0.0 0.0 0.1866
H 1.0612 2.5359 1.5940 0.0 0.0 0.0 0.2037
H 2.3305 3.4082 2.4561 0.0 0.0 0.0 0.1765
H 2.9982 1.1723 1.8794 0.0 0.0 0.0 0.3974
```
Positions in Å, forces in eV/Å.

***

Record 6
# C10H17N3O5S

A cluster of 4 separate species, C10H17N3O5S in total (wB97M-V/def2-TZVPD, OMol25).

Summary:
E_HOMO = -9.9 eV
SMILES string = O=S1(=O)OC[C@@H](CCO)O1.CC#N.CC#N.CC#N
gap between HOMO and LUMO = 10.0 eV
energy relative to the best compared isomer or geometry (same formula, charge and spin) = 246.0 kJ/mol
electronic energy = -36186.4094 eV

Structure (XYZ):
```
36
Properties=species:S:1:pos:R:3:forces:R:3:nbo_charge:R:1
O 0.1954 3.7673 -0.8749 0.0 0.1 0.5 -0.9060
S -0.4358 2.5126 -0.6588 0.0 0.4 -1.0 2.5499
O -1.1098 1.9384 -1.7743 0.0 -0.4 0.2 -0.9263
O -1.4757 2.5533 0.5547 0.3 -0.6 -0.2 -0.6795
C -0.8982 1.8376 1.6599 0.8 1.1 0.6 -0.0902
C 0.0921 0.8194 1.0989 -2.1 -0.1 -0.3 0.0624
C -0.6409 -0.4281 0.6056 0.6 -0.6 0.7 -0.4743
C 0.1607 -1.7590 0.7017 -0.1 0.1 -0.5 -0.0653
O 1.4849 -1.6615 1.1653 0.3 0.2 0.0 -0.7438
O 0.6482 1.5272 -0.0361 0.1 0.2 0.5 -0.6766
H -1.6453 1.4293 2.3275 -0.4 -0.2 -0.3 0.2123
H -0.3384 2.5925 2.2212 0.0 -0.1 0.2 0.1793
H 0.7754 0.6691 1.9222 0.8 -0.2 -0.6 0.2274
H -1.5379 -0.5479 1.2092 -0.2 0.1 0.0 0.2047
H -0.9430 -0.2936 -0.4274 -0.1 0.2 -0.1 0.2498
H 0.2139 -2.1577 -0.3085 0.3 0.1 0.3 0.2138
H -0.4231 -2.4870 1.2721 0.0 0.0 0.2 0.1461
H 1.5446 -1.3003 2.0650 -0.3 -0.3 -0.2 0.4877
C 3.1893 1.3568 5.0117 0.0 0.0 0.0 -0.7254
C 2.4378 0.3433 4.2860 -0.1 -0.2 -0.1 0.3615
N 1.8469 -0.4555 3.7106 0.2 0.3 0.4 -0.4016
H 2.6083 2.2749 5.0680 0.0 0.0 0.0 0.2611
H 3.4019 1.0041 6.0185 0.0 0.0 0.0 0.2634
H 4.1257 1.5560 4.4952 0.0 0.0 0.0 0.2664
C -1.7284 3.0185 -4.8175 0.0 0.0 -0.1 -0.7274
C -1.8016 2.4251 -6.1477 0.0 -0.1 -0.2 0.2947
N -1.8591 1.9580 -7.1961 0.0 0.1 0.2 -0.3502
H -2.7219 3.3214 -4.4945 0.0 0.0 0.0 0.2501
H -1.3303 2.2986 -4.1072 0.0 0.0 0.0 0.2791
H -1.0791 3.8913 -4.8389 0.0 0.0 0.0 0.2512
C -0.3747 -5.8124 -1.5813 0.0 0.0 0.0 -0.7196
C -0.5990 -4.3781 -1.7042 -0.1 0.2 -0.1 0.3071
N -0.7709 -3.2465 -1.8034 -0.1 -0.4 -0.2 -0.3492
H -0.5419 -6.2943 -2.5421 0.0 0.0 0.0 0.2562
H 0.6483 -5.9978 -1.2608 0.0 0.0 0.0 0.2573
H -1.0604 -6.2304 -0.8475 0.0 0.0 0.0 0.2540
```
Positions in Å, forces in eV/Å.

***

Record 7
# C10H17N3OS

A cluster of 2 separate species, C10H17N3OS in total (wB97M-V/def2-TZVPD, OMol25).

Summary:
E_HOMO = -16.8 eV
gap between HOMO and LUMO = 10.0 eV
energy relative to the best compared isomer or geometry (same formula, charge and spin) = 0.0 kJ/mol
total charge = +2
electronic energy = -27981.8733 eV

Structure (XYZ):
```
32
Properties=species:S:1:pos:R:3:forces:R:3:nbo_charge:R:1
C 1.7307 -1.4477 -0.5561 1.8 1.2 0.7 -0.1677
C 1.9283 0.5825 0.8088 -0.4 0.1 -0.7 -0.2156
C 0.3766 -1.4781 -0.3562 -0.8 -1.2 -1.7 -0.2015
C 0.5647 0.5778 1.0048 -0.8 -0.7 -0.2 -0.1689
C 2.4831 -0.3466 -0.0649 -0.5 -1.7 -0.2 -0.0495
C -0.1856 -0.4178 0.3037 -1.2 1.6 2.3 -0.2018
C -1.6908 2.0170 -0.7724 2.2 -3.8 -2.9 -0.6179
C -3.9662 0.8225 -1.0638 1.9 -2.0 2.6 -0.6281
C 3.9384 -0.2614 -0.3200 0.7 -0.7 0.8 -0.2262
C -2.4507 0.6765 -0.9683 1.9 0.4 1.2 -0.2685
N -4.5727 -3.5264 0.1105 -0.3 1.6 -0.1 0.0604
N -4.7574 -2.4431 0.0527 0.3 -1.7 0.1 -0.0542
N 4.6960 -0.5584 0.9593 -2.7 -0.3 1.6 -0.6636
O -2.1934 0.6274 1.8317 0.4 -0.7 -1.6 -0.8048
S -2.0146 -0.3606 0.5113 0.6 0.2 0.5 1.1430
H 2.2443 -2.2820 -1.0221 -0.1 0.2 -0.3 0.2482
H 2.5193 1.3747 1.2517 0.1 0.1 0.0 0.2319
H -0.1455 -2.3076 -0.9168 0.0 1.1 1.2 0.2747
H 0.1257 1.3094 1.7071 0.0 -0.6 -0.7 0.2722
H -1.4791 2.2170 0.1927 -0.2 1.2 3.3 0.2196
H -0.6617 1.9175 -1.1976 -0.9 0.3 -0.2 0.2200
H -2.2450 2.6874 -1.2950 -1.3 2.5 -1.2 0.2464
H -4.2143 -0.2103 -0.7444 -1.4 0.7 -0.9 0.2316
H -4.1442 1.1072 -2.0480 -1.0 0.3 -1.6 0.2576
H -4.3221 1.5382 -0.3131 0.0 -0.1 -0.4 0.2416
H 4.4160 -0.8929 -1.0719 -0.6 0.1 -0.1 0.2539
H 4.2383 0.7383 -0.4272 0.2 1.5 -1.1 0.2314
H -1.9156 -0.0266 -1.6886 -1.1 0.9 0.2 0.2457
H -2.8505 0.1996 2.3991 -0.1 0.0 0.3 0.5342
H 4.4080 0.1671 1.7015 0.7 -1.7 -1.1 0.4572
H 5.6351 -0.4601 0.7166 2.4 0.2 0.1 0.4435
H 4.5049 -1.5404 1.2748 0.3 1.1 0.1 0.4550
```
Positions in Å, forces in eV/Å.

***

Record 8
# C10H17N3S

The ion C10H17N3S with charge +2 (wB97M-V/def2-TZVPD, OMol25).

Summary:
E_HOMO = -15.5 eV
SMILES string = C#CC[C@]1([NH3+])N=C2CC[C@@H]([NH3+])C[C@H]2S1
gap between HOMO and LUMO = 9.4 eV
energy relative to the best compared isomer or geometry (same formula, charge and spin) = 117.8 kJ/mol
total charge = +2
electronic energy = -25932.1403 eV

Structure (XYZ):
```
31
Properties=species:S:1:pos:R:3:forces:R:3:nbo_charge:R:1
C 4.1453 1.3500 -0.7366 -1.1 -1.9 0.1 -0.0766
C 3.5899 0.2820 -0.7460 0.7 1.9 -0.3 -0.1255
C 3.1811 -1.0394 -0.9913 -2.5 -2.5 0.8 -0.4474
C 1.5784 -1.4063 -0.2403 3.8 0.0 -0.5 0.1611
N 1.5873 -2.9391 -0.2214 -1.2 -0.4 1.3 -0.7127
N 0.5662 -1.0259 -1.0409 -1.1 -1.2 -3.5 -0.4777
C -0.0851 -0.0133 -0.7555 -0.3 1.1 1.7 0.3811
C -1.2323 0.6578 -1.4525 2.6 -0.8 -0.7 -0.4517
C -2.4024 0.5062 -0.5816 -1.6 0.7 0.3 -0.4515
C -2.1647 1.2948 0.6970 0.4 0.5 1.3 -0.0079
N -3.4823 1.1516 1.5550 -1.0 0.9 -4.7 -0.7099
C -0.9401 0.8081 1.5138 -0.4 0.7 -0.4 -0.4575
C 0.2358 0.5382 0.6097 1.8 1.8 0.4 -0.4244
S 1.4332 -0.5870 1.3867 -0.1 -0.8 -0.3 0.2681
H 4.6988 2.2166 -0.7027 0.7 1.5 0.1 0.2486
H 3.2020 -1.2917 -2.1213 -0.2 0.0 2.0 0.2788
H 3.7511 -1.7072 -0.3049 0.3 0.2 -1.1 0.2278
H 0.6709 -3.3433 0.1843 1.6 0.8 -1.0 0.4594
H 2.3326 -3.2505 0.4179 -0.1 -0.1 -0.4 0.4506
H 1.7526 -3.3038 -1.1800 -0.2 0.2 0.6 0.4657
H -0.9154 1.6916 -1.4502 -0.2 0.6 -0.5 0.2427
H -1.3401 0.3077 -2.4774 -0.2 0.0 0.1 0.2796
H -3.2368 0.9000 -1.1601 -0.4 0.2 0.3 0.2584
H -2.6525 -0.5239 -0.3733 0.1 -0.6 0.1 0.2212
H -2.0393 2.3747 0.4512 -0.2 -0.8 0.3 0.2448
H -3.5380 1.0212 2.5264 0.7 -0.4 1.9 0.4519
H -3.7959 0.2770 1.0208 -0.8 1.6 1.6 0.4590
H -4.0901 2.0330 1.3393 0.9 -2.3 0.3 0.4703
H -1.0664 -0.0709 2.1259 -0.8 -0.4 0.1 0.2413
H -0.6049 1.6064 2.1553 -0.3 0.2 0.6 0.2529
H 0.8610 1.4857 0.5529 -1.0 -0.8 -0.5 0.2796
```
Positions in Å, forces in eV/Å.